Record 1
The following is a DFT calculation (wB97M-V/def2-TZVPD) of a 2-piece molecular cluster, C5H10N3O overall at a distorted geometry.

Last column: Löwdin charge in e.
Element x y z (Å)
N (-2.15356, 1.30366, 0.82660)  0.11
H (-1.93018, -0.52280, 0.64960)  0.07
H (-1.48587, 3.04141, 0.76745)  0.19
H (3.03201, -0.79585, -3.40250)  0.15
H (-1.99992, -0.18844, 2.35448)  0.10
H (1.55255, -3.34338, -2.41643)  0.03
H (-0.27797, 2.39697, 3.05708)  0.07
C (-0.24698, 2.01448, 2.11601)  0.01
H (0.18666, 1.01742, 1.97826)  0.10
N (1.55371, -0.73606, -1.80525)  0.15
C (-2.49024, 0.01399, 1.40038)  -0.01
O (0.03385, -0.55504, -0.06313)  0.11
C (0.85180, -0.77966, -0.85810)  -0.29
H (-3.55644, -0.19190, 1.44106)  0.11
C (2.27819, -2.75785, -2.83243)  0.04
C (2.33207, -1.43689, -2.70926)  -0.20
H (0.64190, 2.62795, 1.74922)  0.14
H (3.05001, -3.25354, -3.49397)  0.09
N (-1.37159, 2.14554, 1.24093)  0.02

Cartesian forces, eV/Å:
N -2.7713 0.7027 0.6454
H -0.3374 -1.4166 -0.3376
H 0.2953 0.0195 -0.2998
H -1.4272 -1.2519 1.8709
H -0.0855 0.1135 0.0599
H -1.5851 -1.4505 1.4357
H -1.1738 0.5115 3.0124
C 3.5979 -0.8711 -2.5936
H -0.6105 -0.0705 0.7043
N 0.4643 -0.0884 -0.3457
C 2.3816 0.6901 0.3615
O -1.0439 0.0032 2.0306
C 0.2254 0.6946 -1.6841
H 0.0441 0.4199 -0.5786
C 2.9353 1.0225 -2.3453
C 1.8329 0.5061 -1.7022
H -1.4564 -0.3330 -0.4043
H -1.2586 0.6503 0.7049
N -0.0270 0.1481 -0.5343

Results
Calculated total energy ... -435.6458 a.u.
Lowest unoccupied orbital energy ... -5.316 eV
Gap between HOMO and LUMO ... 6.9890 eV
Net charge ... +1
Energy above the lowest of the compared OMol25 structures with the same formula, charge and spin ... 410.3 kJ/mol
Molar mass ... 128.2 u

=====

Record 2
The following is a DFT calculation (wB97M-V/def2-TZVPD) of C4H12N3 as an isolated structure at a distorted geometry.

Last column: Löwdin charge in e.
Element x y z (Å)
H (2.06009, -0.07427, -0.91139)  0.15
C (1.92784, -0.72888, 1.03416)  -0.25
H (0.24783, 0.60322, -2.36679)  0.17
C (0.11843, -0.05338, -0.44476)  -0.28
N (-2.75137, 1.21226, -1.06343)  0.11
H (0.64433, -2.43795, 1.59110)  0.07
H (-1.76479, 2.85682, -0.58309)  0.07
H (-3.58084, 0.73164, -1.15718)  0.08
H (-1.62598, 0.77493, -1.44076)  0.05
N (1.38914, -0.19212, -0.19136)  0.02
H (2.04212, -2.86961, 0.54513)  0.11
H (2.15652, -2.32460, 2.26390)  0.05
C (1.67328, -2.19070, 1.36004)  -0.08
H (1.57361, -0.06892, 1.88377)  0.14
H (-0.60383, -0.38519, 0.36230)  0.18
C (-2.71196, 2.39939, -0.51139)  0.10
H (-3.42275, 2.94316, 0.10669)  0.11
H (3.04117, -0.48825, 1.06210)  0.15
N (-0.41284, 0.29245, -1.53907)  0.07

Cartesian forces, eV/Å:
H 0.3125 0.2863 -0.8547
C 1.0210 1.3356 2.0885
H -1.6418 -0.9429 2.2887
C -0.8241 -1.3809 1.7689
N 1.8671 4.3135 1.0613
H -0.4315 0.1846 -0.3515
H 1.1372 0.6051 0.0395
H -2.4183 -1.2845 0.2264
H 0.4832 -0.6809 -0.2037
N 0.7594 -0.4774 0.5033
H -0.2125 0.5392 0.9427
H 1.3839 -0.8253 1.7099
C -0.4391 0.1265 -2.3201
H 0.0612 -0.8009 -0.7857
H 1.0044 0.6539 -0.6229
C -0.1065 -2.9135 -0.6563
H -0.6981 -0.4437 -0.5496
H -1.3489 -0.5617 -0.4033
N 0.0908 2.2670 -3.8813

Results
Calculated total energy ... -323.5954 a.u.
Lowest unoccupied orbital energy ... -3.987 eV
Gap between HOMO and LUMO ... 9.6714 eV
Net charge ... +1
Energy above the lowest of the compared OMol25 structures with the same formula, charge and spin ... 217.7 kJ/mol
Molar mass ... 102.2 u

=====

Record 3
The following is a DFT calculation (wB97M-V/def2-TZVPD) of a 3-piece molecular cluster, C18H40N3O9P2S overall at a distorted geometry.

Last column: Löwdin charge in e.
Element x y z (Å)
C (-1.69074, 1.66399, -2.50893)  -0.07
H (-0.23597, 4.95190, 3.63930)  0.08
C (2.02382, 0.19742, 3.36619)  0.06
H (1.76664, 0.10657, 7.31746)  0.08
O (-1.89669, 4.99963, 0.67903)  -0.21
H (-1.28030, 0.83412, 3.84561)  0.10
H (1.01813, -7.51988, -4.00324)  0.09
H (-2.31669, 4.48636, 2.64149)  0.10
P (0.15601, -3.44272, -3.00117)  0.53
H (2.02040, -6.49269, -2.96013)  0.08
H (-1.62359, -2.53218, -4.98374)  0.11
H (-0.53331, 2.38964, 4.25364)  0.08
S (-0.17972, -2.43543, 5.16494)  0.93
P (-2.06583, 3.47978, 0.12431)  0.50
O (-3.21204, 3.79023, -0.90398)  -0.19
N (0.88071, -1.48222, 4.21474)  -0.35
C (-0.25411, 5.00948, 2.54961)  -0.08
H (3.53432, -2.96791, -2.14368)  0.12
C (-0.65554, 1.96324, -1.43862)  -0.28
H (-1.53621, 1.51567, 5.41329)  0.10
C (-2.33856, 5.71471, -2.23145)  -0.07
C (1.06973, -0.09990, 4.27934)  -0.29
C (-0.10002, -6.12314, -2.85230)  -0.23
O (-0.08481, -1.98818, -3.21382)  -0.22
H (0.56828, -3.25288, -6.98491)  0.08
H (-0.43283, -1.79415, -6.96247)  0.08
H (2.14383, -1.97025, -1.72388)  0.10
H (0.19626, 4.10798, 2.13619)  0.06
C (-0.78673, 1.40267, 4.63105)  -0.01
H (2.79920, -3.58011, 0.17577)  0.06
H (-2.04305, 6.18105, 2.31383)  0.12
H (0.37341, 5.84509, 2.23593)  0.08
H (2.44874, 1.16239, 3.15256)  0.16
H (-1.66425, 2.44507, -3.26850)  0.08
O (-0.79923, 3.27736, -0.87299)  -0.20
H (0.49627, -2.45219, 6.32660)  -0.10
O (-0.28076, -4.02839, -4.44269)  -0.22
C (1.14592, -6.51020, -3.61105)  -0.07
H (3.07121, 0.42381, 6.18420)  0.09
H (-1.53485, -3.92488, -6.03413)  0.12
H (-3.86469, 5.75608, -0.70128)  0.12
O (-1.62737, 2.73266, 1.32531)  -0.25
C (2.47026, -2.99852, -1.91373)  -0.28
C (2.22012, -3.89109, -0.69980)  -0.09
C (1.30665, 1.57448, 5.85752)  -0.45
H (-0.98958, -6.20945, -3.47190)  0.12
C (-3.48636, 5.09223, -1.47547)  -0.23
H (-4.31256, 4.92337, -2.16503)  0.12
C (-1.68344, 5.17645, 2.08775)  -0.27
H (1.16780, -3.89234, -0.41274)  0.06
N (2.39602, -0.99119, 2.78438)  0.13
C (1.70702, -1.98961, 3.30264)  -0.09
H (-0.67781, 1.22959, -0.62694)  0.10
H (-2.01810, 5.07078, -3.05052)  0.08
H (3.10746, -1.12989, 2.08218)  0.18
H (-0.23574, -6.81694, -2.02258)  0.12
H (1.80124, -3.03331, 3.05683)  0.16
H (2.49211, -4.91761, -0.94051)  0.08
H (-1.47163, 0.69771, -2.96548)  0.07
N (0.37296, 0.68109, 5.19691)  -0.04
O (1.31316, 2.76040, 5.66723)  0.13
H (-2.70592, 1.62919, -2.11151)  0.07
O (-0.06886, -4.81388, -2.23295)  -0.22
H (1.34965, -5.85319, -4.45217)  0.07
O (1.79917, -3.51301, -3.06831)  -0.20
H (0.33085, 1.91813, -1.89905)  0.12
C (2.29452, 0.89788, 6.78561)  0.03
C (-0.93138, -3.23645, -5.44121)  -0.26
C (0.06734, -2.53297, -6.33621)  -0.07
H (-2.66486, 6.67140, -2.64074)  0.09
H (-1.47182, 5.90354, -1.60253)  0.07
H (0.84331, -2.03295, -5.75741)  0.07
H (2.70229, 1.63970, 7.46066)  0.10

Cartesian forces, eV/Å:
C -0.0725 -0.0420 0.1273
H 0.0567 0.0286 0.0001
C -0.0570 0.2466 0.2130
H 0.1423 0.0369 0.2091
O -0.1052 -0.1358 -0.3023
H 0.3058 -0.1360 -0.1104
H -0.0559 -0.0362 0.1163
H -0.0616 -0.0253 -0.0744
P 2.7119 -0.7148 -5.9109
H -0.0027 -0.0887 0.0107
H 0.1416 0.0540 0.1584
H 0.2187 -0.0735 -0.1218
S -0.6831 -0.2182 -0.0787
P 4.3106 3.9124 0.4283
O -0.7481 -1.7414 0.6309
N 0.3000 -0.2781 0.3456
C 0.3449 0.1694 -0.3176
H -0.0338 -0.0736 -0.1500
C 0.0841 -0.1801 -0.2317
H 0.1321 0.0807 0.1256
C 0.3608 -0.2184 0.0228
C -0.3827 -0.1145 0.2929
C -0.3557 -0.7347 -0.1455
O -1.4683 -0.2535 3.2232
H -0.0265 0.0068 -0.0297
H -0.0221 -0.0196 -0.0094
H -0.0245 -0.0156 -0.0519
H -0.1316 -0.1019 0.0857
C -0.8762 -0.0297 0.0849
H 0.1483 0.1008 -0.1416
H 0.0731 0.0505 -0.1269
H -0.0545 0.0620 0.0451
H 0.0980 -0.0702 -0.2431
H 0.0202 -0.0584 -0.0766
O -0.7103 -0.0412 -0.3417
H 0.3020 0.2189 -0.1738
O -0.1932 -0.4397 0.4236
C 0.2838 0.2968 -0.0196
H 0.1969 0.1034 0.1346
H 0.0702 -0.1405 0.0986
H 0.1937 -0.1102 0.2007
O -2.6261 -2.4517 -0.2368
C 0.0334 -0.0940 0.1790
C 0.0264 0.0920 0.1011
C 0.6890 0.4055 0.2779
H 0.0338 0.2582 -0.0971
C -0.5276 0.6265 -0.2671
H 0.0087 -0.2683 0.0660
C -0.2342 0.2307 0.3608
H 0.0381 0.0090 0.0315
N 0.3540 -0.1189 -0.3318
C -0.1526 -0.0582 0.1388
H -0.0446 -0.0233 -0.0488
H -0.0497 0.0394 -0.0530
H -0.0012 0.1854 -0.0782
H -0.0011 0.2188 0.1724
H -0.0302 -0.0005 -0.0491
H 0.0123 -0.0313 0.0650
H 0.0482 0.0260 -0.0347
N 0.3832 0.6615 -0.4373
O -0.4787 -0.4001 0.1069
H 0.0380 -0.0429 0.0247
O -0.9398 1.3995 1.5744
H -0.0972 0.0447 -0.0033
O -0.3296 -0.0122 0.7426
H 0.0748 0.1978 0.1449
C -0.7015 -0.3087 -0.4571
C -0.0476 0.2658 -0.3499
C 0.2273 -0.1263 -0.0427
H -0.1075 -0.0518 -0.0304
H -0.0520 -0.0048 0.0997
H -0.1360 0.0971 0.1069
H 0.1599 -0.0407 0.0043

Results
Calculated total energy ... -2632.0328 a.u.
Lowest unoccupied orbital energy ... -3.232 eV
Gap between HOMO and LUMO ... 8.7987 eV
Net charge ... +1
Molar mass ... 536.5 u

=====

Record 4
The following is a DFT calculation (wB97M-V/def2-TZVPD) of a 5-piece molecular cluster, C24H44BrN8 overall at a distorted geometry.

Last column: Löwdin charge in e.
Element x y z (Å)
H (-1.88973, -0.97304, -4.09495)  0.12
H (7.12048, 2.57402, 2.57433)  0.13
H (-1.35840, -4.58361, -5.17247)  0.15
H (-2.50236, 1.87182, -4.00352)  0.09
C (-3.36691, -2.25851, -5.04670)  -0.05
N (5.84343, 1.10826, 3.13570)  -0.06
H (7.84874, 1.07558, 2.30864)  0.13
H (0.35387, -5.66342, -3.13920)  0.14
N (-1.37790, -2.92987, -3.78158)  -0.07
H (7.97753, 0.68584, 4.96972)  0.09
H (-3.67140, -1.68127, -5.91973)  0.09
H (-0.96124, 2.62709, -0.94991)  0.08
C (-3.40744, 0.18822, 4.49404)  0.04
C (-0.32517, 3.82680, -3.91790)  0.04
H (2.97136, -0.70999, 0.95958)  0.09
N (-4.77152, -1.30253, 1.40744)  -0.08
H (-4.10947, -1.96700, -4.30391)  0.07
C (1.74534, 4.17155, -0.95963)  -0.14
H (1.49968, -4.70978, -1.15031)  0.11
N (-4.17760, -0.43735, 3.38921)  -0.09
H (2.91183, -1.53922, 2.60128)  0.11
C (5.24416, 0.33463, 2.20478)  0.05
H (7.59385, 2.30245, 5.09100)  0.07
H (2.13373, 3.22899, -0.57382)  0.11
H (2.13229, 4.96628, 0.94477)  0.07
N (0.64757, 3.90448, -1.91652)  -0.05
C (-0.49957, 3.17651, -1.75700)  -0.01
H (0.73560, -3.14542, -0.38671)  0.08
H (-2.83556, -0.21125, 1.70264)  0.05
C (-2.45737, 2.52290, -3.13049)  0.02
H (0.02586, -4.67783, -0.28440)  0.11
C (0.83492, 4.24794, -3.22249)  0.01
H (-1.38921, -1.77823, -5.56500)  0.14
H (1.16344, 6.06822, 0.04167)  0.08
C (7.99713, 1.59406, 4.36736)  -0.06
Br (-0.35834, 0.02632, 0.31515)  -0.37
H (-3.43663, -3.34337, -5.12614)  0.08
H (5.19440, 2.19363, 4.87894)  0.14
H (2.64041, 4.55209, -1.45169)  0.13
C (-5.75808, -1.62829, 2.29344)  0.03
H (0.42419, 4.61046, 0.86478)  0.08
C (7.21669, 1.58976, 3.03268)  -0.16
H (-5.99227, -0.93599, 4.41519)  0.14
H (1.73325, 4.75010, -3.54998)  0.14
C (-3.80970, -0.52743, 2.04540)  0.03
H (-3.17719, 3.28499, -3.42910)  0.11
H (-3.27316, -3.34684, -0.83929)  0.06
C (3.71614, 0.84777, 3.78344)  0.00
N (3.90490, 0.18757, 2.57851)  -0.10
N (-0.16576, -3.88517, -2.10242)  -0.09
C (-0.23821, -4.76438, -3.22616)  0.04
H (-4.07273, 0.72507, 5.17027)  0.11
C (4.91221, 1.47587, 4.12291)  0.04
C (0.63816, -4.07204, -0.95238)  -0.01
H (9.07821, 1.68478, 4.26188)  0.09
H (-2.79343, -3.13217, 0.94002)  0.08
C (2.83152, -0.61072, 2.03601)  -0.04
H (-0.59488, 3.89708, -4.96132)  0.13
C (-3.58547, -3.19351, 0.19369)  -0.04
H (-2.75102, 1.97623, -2.23437)  0.09
C (-1.93514, -1.92028, -4.63232)  -0.19
N (-1.09953, 3.11644, -2.98326)  -0.08
H (-2.97255, -0.65379, 5.03255)  0.11
H (-4.14075, -4.08804, 0.47580)  0.08
H (5.69631, -0.00564, 1.28490)  0.17
H (-6.50934, -2.33025, 1.96290)  0.14
H (-0.84268, -1.77042, -1.96715)  0.06
C (-1.05213, -4.20077, -4.21017)  0.01
C (-5.42803, -0.96942, 3.49492)  0.00
H (-2.63245, 0.73266, 3.95452)  0.10
C (1.26037, 5.01185, 0.29225)  -0.04
C (-0.85529, -2.72887, -2.46475)  0.06
H (-4.05502, -1.08570, -0.40451)  0.11
H (-5.45165, -2.16269, -0.36562)  0.13
C (-4.50846, -1.92331, 0.12549)  -0.16
H (2.74530, 0.94782, 4.24590)  0.14
H (1.81764, -0.23866, 2.18334)  0.01

Cartesian forces, eV/Å:
H 0.0358 -0.0202 0.0272
H 0.2310 0.3445 0.4811
H 0.1433 0.0355 0.1060
H 0.5011 -0.3570 0.1862
C -0.3359 0.2788 0.7551
N -1.4872 -1.1011 -0.4315
H -0.7353 -0.7574 -0.1105
H -0.4278 -0.1774 -0.3955
N 2.1181 -0.7949 3.5976
H -0.6152 -0.6549 -0.6047
H 0.2406 -0.5503 -0.3200
H 0.6875 0.2864 0.5721
C -0.0508 -1.0616 -1.0511
C 1.3931 -0.3992 1.6286
H -0.0140 -0.3583 0.1686
N 2.0813 1.0969 2.1628
H 0.1682 -0.0837 0.3838
C -1.0313 -0.4026 2.2539
H 0.2853 0.7467 -0.1655
N -0.8936 0.4309 -3.0753
H -0.2626 -0.4359 -0.6298
C -2.3320 0.6030 1.5888
H 0.3134 0.5235 -0.3050
H -0.4941 -0.3606 -0.0437
H -0.0514 0.0920 0.2895
N 0.2714 -1.0720 0.3970
C 0.3619 0.8498 -2.4497
H 0.7000 0.1027 -0.4723
H 0.0170 -0.0447 -0.5310
C 0.2591 0.3470 -1.1940
H 0.0374 -0.2399 0.2721
C -3.0647 -0.7135 -1.3942
H 0.6313 -0.3682 0.3166
H -0.4675 -0.1327 -0.0253
C -0.4695 -0.2072 0.7148
Br -0.2636 -0.0636 -0.2028
H -0.2950 0.1387 -0.6820
H -0.1898 -0.3236 0.1058
H -0.6277 0.6715 -0.3280
C 0.9547 1.3293 1.2285
H -0.0970 -0.0640 -0.4941
C 1.4701 0.7214 0.4608
H 0.1313 -0.0802 -0.0479
H -0.2886 0.0500 -0.0450
C -1.6452 -1.5423 2.2140
H 0.0517 0.2949 0.6697
H 0.5373 -0.1190 0.2013
C 1.8968 1.2595 -0.2996
N 2.1366 1.6535 1.0357
N -2.2674 2.4900 -5.0077
C -0.7704 1.1563 0.8276
H 0.2378 0.3337 -0.3920
C -0.3226 -1.1172 -1.4470
C -0.8199 -1.0239 1.9953
H -0.1874 0.7451 -0.4798
H 0.2948 0.4488 -0.4536
C 0.2384 -1.1373 -0.4839
H 0.0093 0.0434 0.1771
C -1.2255 0.5936 -0.0230
H 0.1906 0.2700 -0.0655
C -1.3611 1.2205 -0.5429
N 0.6976 0.8050 0.9581
H 0.1783 0.2164 0.1281
H -0.3334 0.1220 -0.0422
H -0.0635 -0.1722 0.2040
H -0.3300 0.3653 0.4386
H -0.0938 -0.0289 0.3821
C 1.5997 -0.1354 1.9411
C -0.8040 -1.9099 -0.8130
H -0.0400 0.4582 0.7600
C 1.7356 -0.2216 -1.0584
C 0.4404 -2.6735 -2.9200
H 0.2771 -0.4613 -0.5585
H -0.0019 0.0572 0.1361
C 0.6987 -0.2420 -0.2742
H 0.1461 -0.2284 -0.0581
H 0.3609 0.6554 0.1528

Results
Calculated total energy ... -3952.0705 a.u.
Lowest unoccupied orbital energy ... -6.340 eV
Gap between HOMO and LUMO ... 8.8379 eV
Net charge ... +3
Energy above the lowest of the compared OMol25 structures with the same formula, charge and spin ... 208.3 kJ/mol
Molar mass ... 524.6 u

=====

Record 5
The following is a DFT calculation (wB97M-V/def2-TZVPD) of a 2-piece molecular cluster, C5H8NOS overall at a distorted geometry.

Last column: Löwdin charge in e.
Element x y z (Å)
C (-3.03234, -1.17691, 0.01711)  -0.30
H (3.85984, 1.33934, -0.98948)  0.05
H (-3.59952, -1.97034, -0.13004)  0.03
H (1.19312, -1.40087, 0.80806)  0.19
C (-1.08373, 0.13654, 0.10634)  -0.33
C (-1.98743, 1.08993, -0.34531)  -0.34
H (4.67787, 0.36527, -0.04090)  0.07
S (-3.46104, 0.35687, -0.64495)  1.11
C (-1.67428, -1.15707, 0.26400)  -0.10
N (1.24692, -0.33692, 0.61069)  0.17
H (-1.72876, 2.08899, -0.74871)  0.12
C (0.26012, 0.53189, 0.35230)  -0.01
H (-1.27363, -2.06030, 0.65812)  0.11
H (0.47505, 1.56723, 0.27131)  0.14
H (2.21582, 0.16358, 0.43548)  0.14
O (3.91200, 0.46276, -0.62403)  -0.04

Cartesian forces, eV/Å:
C 4.5154 4.4343 -0.7300
H 0.5316 0.5805 -0.0962
H -2.7608 -3.4198 -0.1310
H -0.1695 2.6896 -0.7568
C 0.3499 0.1699 0.7348
C 0.1973 -0.1537 -0.9792
H -0.0512 0.4532 -0.3671
S -1.0490 0.4474 0.1302
C -1.7202 -0.0139 0.5102
N 1.2177 1.9507 -0.4824
H -0.4509 -0.6762 0.6741
C 0.1076 -3.8776 0.1751
H 0.9069 -0.3435 0.1596
H 0.6582 0.7187 -0.1604
H -1.6038 -2.0064 0.6548
O -0.6793 -0.9533 0.6643

Results
Calculated total energy ... -723.2316 a.u.
Lowest unoccupied orbital energy ... -4.819 eV
Gap between HOMO and LUMO ... 8.8101 eV
Net charge ... +1
Energy above the lowest of the compared OMol25 structures with the same formula, charge and spin ... 62.3 kJ/mol
Molar mass ... 130.2 u